No. 1
A cluster of 10 separate species, C26H40Cl8O18 in total at a distorted geometry, computed with ωB97M-V/def2-TZVPD.

Structure (XYZ):
```
92
Properties=species:S:1:pos:R:3:mulliken_charge:R:1
O -14.80252 -15.13681 -2.92046 -0.536
C -13.69805 -14.72915 -2.61900 0.468
O -13.02572 -14.97377 -1.46940 -0.068
C -11.90810 -14.10339 -1.46313 -0.218
C -11.99293 -13.41142 -2.76298 0.276
O -13.20192 -13.70372 -3.20247 -0.284
H -12.05191 -13.28124 -0.76207 0.235
H -11.00402 -14.71210 -1.44842 0.285
H -11.19222 -13.71882 -3.43563 0.250
H -11.91268 -12.32666 -2.69266 -0.438
O -16.50009 -12.57984 4.80816 -0.620
C -15.33993 -12.98183 5.06667 0.399
O -14.92348 -13.15675 6.29714 -0.345
C -13.57895 -13.50587 6.27532 -0.297
C -13.25822 -13.87183 4.88092 -0.247
O -14.36671 -13.27537 4.18720 0.151
H -12.93879 -12.66465 6.54109 0.109
H -13.19101 -14.29208 6.92299 0.349
H -13.24161 -14.95604 4.76999 0.213
H -12.28838 -13.44714 4.62179 0.322
O -17.11289 -3.99452 0.50138 -0.631
C -17.30596 -5.21607 0.72674 0.693
O -17.40402 -5.79392 1.89444 -0.403
C -17.48669 -7.18839 1.85163 0.099
C -17.49770 -7.39405 0.40196 0.629
O -17.21711 -6.17749 -0.12201 -0.349
H -16.59388 -7.60890 2.31439 -0.158
H -18.43150 -7.47637 2.31262 0.298
H -18.49241 -7.77711 0.17409 -0.005
H -16.63826 -8.04290 0.23329 -0.218
O -12.42996 -14.50075 2.03438 -0.525
C -12.02357 -15.53465 1.62940 0.491
O -10.78621 -15.80412 1.41300 -0.311
C -10.56011 -17.20931 1.47832 -0.538
C -11.96804 -17.75947 1.04305 -0.390
O -12.76638 -16.64832 1.53471 -0.033
H -9.84518 -17.60261 0.75563 0.351
H -10.25645 -17.71793 2.39330 0.310
H -12.11499 -18.69960 1.57471 0.406
H -11.97107 -17.93186 -0.03323 0.247
O -18.75483 -10.87292 -4.34670 -0.535
C -19.17313 -11.08834 -3.23867 0.527
O -18.34020 -11.24704 -2.13682 -0.062
C -19.14408 -11.11366 -0.95214 0.389
C -20.50189 -11.48506 -1.38848 -0.485
O -20.45729 -11.37461 -2.83742 -0.378
H -18.85762 -11.64057 -0.04197 0.259
H -19.19417 -10.14333 -0.45814 -0.227
H -21.41179 -10.97511 -1.07204 0.352
H -20.62184 -12.53649 -1.12732 0.226
O -18.83470 -18.16026 -4.24553 -0.578
C -18.87322 -16.92485 -4.02308 0.591
O -18.93380 -15.95205 -4.97814 -0.359
C -18.89885 -14.69628 -4.37211 -0.420
C -18.61795 -14.86834 -2.95155 1.316
O -18.85926 -16.26817 -2.76170 -0.348
H -18.16685 -14.06371 -4.87423 0.352
H -19.91081 -14.35178 -4.58509 0.266
H -19.26719 -14.14761 -2.45442 -0.435
H -17.71481 -14.42703 -2.53003 -0.432
Cl -14.82687 -18.95862 1.54573 -0.206
C -15.39949 -18.65510 -0.16196 -0.559
C -15.76503 -17.18934 -0.36944 0.518
Cl -17.03978 -16.76665 0.86967 -0.197
H -16.16902 -19.36490 -0.46547 0.474
H -14.64435 -18.87949 -0.91530 0.354
H -16.44433 -17.18836 -1.22188 0.036
H -14.99349 -16.42550 -0.27257 -0.429
Cl -12.40163 -9.91673 -2.97173 -0.218
C -13.05215 -8.24043 -2.89894 -0.647
C -14.09829 -8.04447 -1.79362 -0.460
Cl -15.45285 -8.97377 -2.24140 -0.032
H -13.42867 -7.80447 -3.82429 0.393
H -12.16958 -7.64393 -2.66794 0.389
H -14.39356 -6.99601 -1.75292 0.359
H -13.72282 -8.51561 -0.88524 0.190
Cl -11.79481 -10.57794 5.20011 -0.214
C -12.16980 -9.56463 3.77782 -0.437
C -13.58269 -9.00092 3.81294 -0.165
Cl -13.92114 -7.81678 2.62143 -0.144
H -11.96645 -10.08192 2.84018 0.261
H -11.31740 -8.88587 3.74949 0.413
H -13.96429 -8.56172 4.73466 0.434
H -14.23221 -9.87627 3.81200 -0.128
Cl -16.57775 -10.50272 1.32527 -0.155
C -15.03911 -11.45851 0.89620 -0.194
C -15.35074 -13.01408 0.80047 -0.247
Cl -16.53130 -13.44431 -0.43465 0.157
H -14.29292 -11.31615 1.67789 0.199
H -14.62821 -11.07458 -0.03753 0.210
H -15.72635 -13.28796 1.78637 0.274
H -14.46728 -13.57376 0.49330 -0.212
```

Properties
Relative energy (zero: lowest compared OMol25 entry of this formula, charge and spin) (kcal per mole): 27.8
SMILES: O=C1OCCO1.O=C1OCCO1.O=C1OCCO1.O=C1OCCO1.O=C1OCCO1.O=C1OCCO1.ClCCCl.ClCCCl.ClCCCl.ClCCCl
E_HOMO (eV): -10.170
Frontier orbital gap (eV): 10.11
Spin multiplicity: 1


No. 2
A structure of composition C26H47BN5O4Si4TcTe at a distorted geometry, computed with ωB97M-V/def2-TZVPD.

Structure (XYZ):
```
89
Properties=species:S:1:pos:R:3:mulliken_charge:R:1
Tc -0.48117 2.14201 1.25870 0.756
O -3.24407 5.46734 3.67581 -0.634
C -1.17814 4.90530 2.49772 0.867
O 0.07029 4.87923 2.48408 -0.660
C -1.82536 4.82335 1.13773 -0.218
C -2.55510 5.81812 0.51025 -0.335
C -2.92642 5.67135 -0.82393 -0.691
C -2.44654 4.58282 -1.53008 -0.531
C -1.70807 3.62613 -0.86273 -0.205
N -1.50661 3.68319 0.46939 0.104
C -0.88921 2.54592 -1.54430 0.496
O -0.96226 2.36884 -2.74722 -0.724
O -0.07945 1.94575 -0.72619 -0.448
H -2.76994 6.74464 1.02942 0.606
H -3.52514 6.42950 -1.31124 0.408
H -2.60366 4.47033 -2.59401 0.505
B 0.23678 0.94399 4.50385 -0.041
N 1.27693 0.70176 3.35488 -0.033
C 2.55688 0.34779 3.52962 -0.358
C 3.17645 0.25989 2.29618 -1.155
C 2.17262 0.59281 1.38854 -0.909
N 1.02942 0.84029 2.03215 0.511
N -0.45997 2.33685 4.20724 -0.368
C -0.76656 3.28550 5.13230 -0.221
C -1.54982 4.39407 4.91327 -0.756
C -1.97052 4.89715 3.67431 0.189
N -0.78141 2.45043 2.97255 0.187
H -0.61160 0.08257 4.49048 -0.133
H 0.84378 1.01565 5.54296 -0.175
H 2.94466 0.17935 4.51954 0.428
H 4.20022 0.00175 2.09002 0.408
H 2.21249 0.68048 0.31421 0.994
H -0.47382 3.01955 6.13724 0.310
H -2.02800 4.82124 5.79031 0.320
H -3.47963 5.70026 2.77221 0.348
C 0.87916 0.43668 -4.75990 -0.761
Si 0.29186 -1.27020 -4.23067 0.539
C -1.53426 -1.16113 -3.80042 -0.825
C 0.52613 -2.43542 -5.71001 -1.176
Si 1.49300 -2.22096 -2.46458 -0.669
Te 0.32016 -2.10199 -0.24808 0.364
Si 0.17645 -4.57818 0.11037 0.453
C -1.63635 -5.08261 0.11459 -1.025
C 1.06839 -5.60360 -1.19220 -1.071
C 0.93431 -4.97039 1.78648 -1.082
Si 3.76081 -1.68114 -2.48978 0.565
C 4.55410 -2.64461 -3.91640 -1.175
C 4.57614 -2.22633 -0.87456 -0.784
C 4.22619 0.12905 -2.76736 -1.038
H 0.34821 0.75211 -5.66193 0.353
H 1.94967 0.45322 -4.97616 0.268
H 0.67093 1.16615 -3.97385 0.116
H -2.14084 -1.00522 -4.69588 0.358
H -1.69543 -0.31481 -3.12830 0.091
H -1.88783 -2.06383 -3.29728 0.268
H -0.07968 -2.11555 -6.56178 0.357
H 0.24281 -3.46022 -5.45926 0.310
H 1.57094 -2.45326 -6.03147 0.266
H -2.06629 -4.95801 -0.88139 0.272
H -2.21008 -4.45459 0.79975 0.264
H -1.76204 -6.12496 0.41860 0.349
H 0.63735 -5.44325 -2.18263 0.312
H 0.99200 -6.66726 -0.95248 0.350
H 2.12703 -5.33938 -1.24396 0.282
H 0.48529 -4.35206 2.56687 0.309
H 2.00465 -4.75407 1.77613 0.283
H 0.79594 -6.01971 2.05869 0.337
H 4.48154 -3.72301 -3.75874 0.284
H 5.61083 -2.38528 -4.01816 0.359
H 4.06227 -2.41753 -4.86604 0.292
H 4.07349 -3.09961 -0.45254 0.191
H 4.51183 -1.42616 -0.13518 0.054
H 5.62991 -2.47519 -1.01967 0.368
H 3.93861 0.46647 -3.76459 0.326
H 5.30637 0.25806 -2.66440 0.386
H 3.73417 0.78553 -2.04623 0.252
C -3.55865 -1.16065 1.41164 -1.643
C -2.68237 -0.05473 2.01075 1.358
C -3.49392 0.74793 3.02463 -1.493
C -2.12339 0.81894 0.88995 0.006
H -3.93200 -1.83622 2.18732 0.418
H -2.99824 -1.75127 0.68205 0.258
H -4.41916 -0.72077 0.89849 0.373
H -1.84335 -0.52890 2.53308 -0.116
H -4.28899 1.29959 2.51242 0.365
H -2.87134 1.46987 3.54873 0.168
H -3.95857 0.09234 3.76625 0.391
H -2.95351 1.39097 0.44307 0.348
H -1.74234 0.15995 0.10081 -0.248
```

Properties
<S²>: 0.903
Total charge: -1
E_HOMO (alpha / beta) (eV): -3.253 / -3.320
Frontier orbital gap (alpha / beta) (eV): 5.38 / 4.30
Spin multiplicity: 2


No. 3
A structure of composition ClH3NOP at a distorted geometry, computed with ωB97M-V/def2-TZVPD.

Structure (XYZ):
```
7
Properties=species:S:1:pos:R:3:nbo_charge:R:1
N 0.17197 0.28978 -0.48056 -1.080
O -0.26482 -1.28976 1.56185 -1.024
P -1.34168 -1.14246 0.38705 1.210
Cl -2.79656 0.04311 1.18384 -0.317
H 0.88852 -0.34650 -0.79426 0.343
H -0.30254 0.64490 -1.28628 0.339
H 0.11223 -0.44342 2.00908 0.528
```

Properties
Relative energy (zero: lowest compared OMol25 entry of this formula, charge and spin) (kcal per mole): 35.0
E_HOMO (eV): -9.238
Frontier orbital gap (eV): 9.33
Spin multiplicity: 1


No. 4
A structure of composition C32H30N4PdS, computed with ωB97M-V/def2-TZVPD.

Structure (XYZ):
```
68
Properties=species:S:1:pos:R:3:nbo_charge:R:1
Pd -0.86885 1.55500 0.03086 0.628
C -3.26316 -0.84508 -0.49025 -0.658
C -3.58801 0.28539 -1.42005 0.260
C -4.67569 0.22613 -2.31913 -0.269
C -4.98722 1.32286 -3.06743 -0.141
C -4.27686 2.53032 -2.88560 -0.015
C -4.61381 3.72908 -3.54559 -0.252
C -3.93767 4.87756 -3.23228 -0.187
C -2.92511 4.88251 -2.25790 -0.238
C -2.53966 3.72747 -1.60521 -0.139
S -1.29172 3.80047 -0.37425 -0.224
C -3.20830 2.51392 -1.95396 0.112
N -2.85112 1.36665 -1.31549 -0.484
H -3.75740 -1.77273 -0.77862 0.211
H -3.59784 -0.57157 0.51271 0.241
H -2.18800 -0.99003 -0.42541 0.236
H -5.24780 -0.68916 -2.39989 0.216
H -5.80803 1.29849 -3.77517 0.214
H -5.42008 3.72965 -4.26906 0.208
H -4.19636 5.80920 -3.72073 0.212
H -2.43724 5.81273 -1.99628 0.220
C 2.79206 -4.37624 0.38959 -0.633
C 3.53610 -3.34179 1.18913 -0.059
C 4.66157 -3.67339 1.93484 -0.187
C 5.34116 -2.72127 2.67942 -0.214
C 4.91013 -1.40351 2.66879 -0.208
C 3.80434 -1.04479 1.91481 -0.252
C 3.10818 -2.01087 1.19281 0.202
N 1.97683 -1.66796 0.40861 -0.648
C 1.02539 -0.72480 0.71535 0.652
N 0.86703 -0.45964 2.02213 -0.608
C 0.28340 0.67294 2.64842 0.157
C -0.37954 1.68729 1.95255 -0.164
C -0.91094 2.73284 2.71433 -0.258
C -0.79854 2.76384 4.09275 -0.212
C -0.13788 1.74345 4.75705 -0.223
C 0.41059 0.68864 4.04879 -0.070
C 1.12006 -0.42382 4.78244 -0.646
N 0.30113 -0.16074 -0.19946 -0.605
C 0.70409 -0.26557 -1.56794 0.109
C 1.41596 0.80559 -2.10545 -0.208
C 1.84276 0.78543 -3.42209 -0.204
C 1.56674 -0.31618 -4.21565 -0.207
C 0.85904 -1.38284 -3.68346 -0.206
C 0.40793 -1.38098 -2.36497 -0.047
C -0.36200 -2.57063 -1.84479 -0.637
H 3.18818 -5.37100 0.58545 0.224
H 2.87843 -4.19049 -0.68508 0.216
H 1.72872 -4.37205 0.63625 0.225
H 5.00235 -4.70187 1.93800 0.212
H 6.20807 -3.00643 3.26056 0.218
H 5.44313 -0.64806 3.23083 0.221
H 3.48439 -0.01105 1.87154 0.229
H 1.97244 -1.98472 -0.54751 0.420
H 1.38542 -1.06453 2.63645 0.417
H -1.42477 3.53571 2.20712 0.236
H -1.22655 3.58694 4.65117 0.210
H -0.04520 1.76030 5.83652 0.205
H 1.10923 -0.23270 5.85367 0.230
H 2.16824 -0.51644 4.48031 0.211
H 0.63518 -1.39176 4.61934 0.211
H 1.60363 1.66367 -1.47120 0.238
H 2.38730 1.62890 -3.82575 0.220
H 1.89700 -0.34652 -5.24571 0.216
H 0.64097 -2.24383 -4.30452 0.209
H -0.38153 -3.35977 -2.59551 0.218
H -1.39180 -2.30596 -1.62005 0.230
H 0.07152 -2.98221 -0.93113 0.210
```

Properties
Relative energy (zero: lowest compared OMol25 entry of this formula, charge and spin) (kcal per mole): 7.4
E_HOMO (eV): -6.705
Frontier orbital gap (eV): 7.02
Spin multiplicity: 1


Question: What is the formula in the third record?
Answer: ClH3NOP


Question: Which of these has the highest spin multiplicity?
Answer: C26H47BN5O4Si4TcTe


Question: Look up the spin multiplicity of the second one.
Answer: 2